(1)
DFT (wB97M-V/def2-TZVPD) results for a 2-piece molecular cluster, CH6S2 overall.

The largest force on an atom comes out at 0.568 eV Å⁻¹. The value obtained for the HOMO-LUMO gap is 9.8211 eV. The value obtained for the energy above the lowest of the compared OMol25 structures with the same formula, charge and spin is 5.6 kcal/mol. As for the total energy: -22804.387 eV. As for the charge: 0. As for the SMILES: CS.S.

XYZ file:
```
9
Properties=species:S:1:pos:R:3:forces:R:3
C 1.8003 -0.3405 0.5208 0.310 0.173 -0.382
S 1.1979 -1.5293 1.7433 -0.166 0.031 0.068
H 1.3773 0.6364 0.7400 -0.093 -0.041 0.320
H 2.8830 -0.2435 0.5621 -0.005 -0.024 0.074
H 1.5094 -0.5529 -0.5067 -0.058 -0.345 0.085
H 2.0800 -2.5253 1.5586 -0.002 0.207 -0.170
S -2.0955 1.5389 -1.8955 0.300 -0.400 -0.270
H -2.9723 2.1909 -1.1498 -0.221 0.306 0.223
H -1.3805 2.6307 -2.1860 -0.063 0.092 0.052
```
Positions in Å, forces in eV/Å.

These are the natural (NBO) partial charges, in e, on atoms 1 to 2: -0.737 -0.043


(2)
DFT (wB97M-V/def2-TZVPD) results for an isolated ion of composition C8H16N4 and charge +2 in a non-equilibrium geometry.

The largest force on an atom comes out at 7.057 eV Å⁻¹. The value obtained for the HOMO-LUMO gap (alpha / beta) is 7.1333 / 7.1338 eV. The value obtained for the energy above the lowest of the compared OMol25 structures with the same formula, charge and spin is 117.2 kcal/mol. As for the total energy: -14493.566 eV. As for the charge: +2. As for the SMILES: CC(C)[C@H]1NCC[N+]2=NC[NH+]=C12.

XYZ file:
```
28
Properties=species:S:1:pos:R:3:forces:R:3
C -1.2149 -1.4648 0.8877 -0.352 0.845 -2.911
C -0.2050 -0.5545 1.5771 1.009 -2.323 -1.967
C 0.8697 -1.4396 2.1911 1.419 -1.926 -0.109
C 0.4967 0.4393 0.4813 -0.166 0.250 3.218
N 1.5213 -0.1680 -0.3268 1.820 0.472 0.057
C 1.5126 0.1302 -1.7620 0.195 0.945 2.258
C 1.1743 1.6154 -2.1358 4.138 -1.290 -1.396
N -0.1098 1.7514 -1.7685 -4.652 -0.382 5.293
N -1.1244 2.1248 -2.2947 1.579 1.124 -2.397
C -2.2685 2.0532 -1.5490 -1.459 1.218 0.947
N -1.8653 1.4621 -0.2447 3.792 -0.688 0.326
C -0.5628 1.2058 -0.1451 -0.798 0.871 -4.623
H -0.8484 -2.4377 0.5078 0.318 0.769 0.141
H -1.6574 -0.9044 -0.0080 0.440 -1.144 0.790
H -2.0868 -1.7188 1.4173 -0.902 -0.153 1.393
H -0.6527 0.0188 2.3337 -0.637 1.113 0.914
H 1.7603 -1.6714 1.5420 -1.080 0.481 0.074
H 0.5361 -2.5626 2.3785 0.269 2.713 0.345
H 1.3283 -0.8936 3.0133 -0.193 -0.646 0.629
H 1.0117 1.1938 1.1589 -0.634 -0.266 -0.352
H 2.5031 -0.1848 0.1675 -2.704 0.404 -1.438
H 0.7643 -0.4655 -2.1714 -1.388 -1.123 -1.097
H 2.4306 -0.1621 -2.1803 1.235 -0.189 -0.578
H 1.8373 2.3227 -1.5890 -0.509 -0.258 -0.438
H 1.2858 1.6502 -3.2212 -0.026 0.663 0.025
H -2.7048 3.0935 -1.4154 0.480 -0.963 -0.114
H -2.9728 1.5236 -2.2096 -0.313 -0.513 0.825
H -2.4356 1.2454 0.5550 -0.883 -0.004 0.186
```
Positions in Å, forces in eV/Å.

These are the natural (NBO) partial charges, in e, on atoms 1 to 2: -0.621 -0.191


(3)
DFT (wB97M-V/def2-TZVPD) results for a 5-piece molecular cluster, C2H13O4S overall in a non-equilibrium geometry.

The largest force on an atom comes out at 1.466 eV Å⁻¹. The value obtained for the HOMO-LUMO gap is 7.0604 eV. The value obtained for the energy above the lowest of the compared OMol25 structures with the same formula, charge and spin is 21.2 kcal/mol. As for the total energy: -21311.629 eV. As for the charge: -1.

XYZ file:
```
20
Properties=species:S:1:pos:R:3:forces:R:3
C 1.4528 -2.2574 -0.7264 -0.751 -1.213 -0.340
C 1.8104 -0.8099 -0.9750 0.042 0.797 0.450
S 1.6119 0.3048 0.4737 -0.121 0.089 0.033
H 0.4456 -2.5643 -1.0770 0.248 0.424 0.213
H 1.5046 -2.5403 0.3217 -0.034 0.349 0.263
H 2.1147 -2.9838 -1.2134 0.180 0.266 -0.286
H 1.2135 -0.2894 -1.7305 0.112 -0.728 -0.378
H 2.8564 -0.7669 -1.2660 0.119 0.112 -0.193
H 2.0487 3.5569 -2.3207 -0.106 -0.249 0.248
H 1.6972 2.3968 -1.3422 -0.002 -0.007 0.356
O 1.5010 3.3230 -1.5600 0.068 0.208 -0.376
H -3.9046 -0.7052 -0.1833 0.355 0.271 0.363
H -4.2928 -0.4175 1.2864 0.388 0.401 0.113
O -4.3083 -1.0837 0.6057 -0.633 -0.713 -0.414
H -0.5490 -0.7782 2.6770 -0.653 -0.122 0.558
H -0.4040 0.2700 1.7835 -0.560 0.618 -0.154
O -1.0744 0.0109 2.4634 1.290 -0.509 -0.360
H -1.3125 -0.7579 -0.7336 0.139 -0.551 0.108
H -1.1016 0.6732 -0.4514 -0.092 0.060 0.152
O -1.8166 0.0492 -0.6597 0.010 0.497 -0.357
```
Positions in Å, forces in eV/Å.

These are the natural (NBO) partial charges, in e, on atoms 1 to 2: -0.625 -0.536


(4)
DFT (wB97M-V/def2-TZVPD) results for C46H57Br2Cl3GeN5O2P2Pm as an isolated structure in a non-equilibrium geometry.

The largest force on an atom comes out at 3.660 eV Å⁻¹. The value obtained for the HOMO-LUMO gap is 6.4883 eV. As for the total energy: -329478.027 eV. As for the charge: -1. Its spin multiplicity is 6.

XYZ file:
```
119
Properties=species:S:1:pos:R:3:forces:R:3
Pm 10.0540 2.5805 20.5584 -0.478 -0.327 -0.249
Br 12.5960 5.3792 27.6014 0.322 -0.190 0.804
C 12.0737 4.8602 25.8973 -1.001 0.083 -2.051
C 11.9822 5.9047 24.9257 -0.665 -0.753 -1.212
C 11.4841 5.6877 23.6175 0.965 0.119 1.924
C 11.1505 4.3729 23.1915 -0.425 -0.340 -1.037
O 10.9314 4.1258 21.9207 0.209 0.461 1.645
C 11.0940 3.3426 24.1881 1.878 1.246 0.959
C 10.6353 2.0275 23.9605 -2.884 -1.649 -1.523
N 9.8186 1.6070 22.9726 1.525 1.920 1.191
C 8.8998 0.5942 23.2491 1.806 0.123 1.819
C 8.6432 0.2695 24.5920 -1.481 0.074 -0.779
C 7.7507 -0.8062 24.8254 -0.103 -0.257 -0.001
C 7.1290 -1.4670 23.7725 -0.188 0.570 0.471
C 7.2409 -1.0088 22.4248 1.635 -0.427 0.613
C 6.6228 -1.5851 21.2899 -1.280 -0.268 -0.328
C 6.9355 -1.1525 20.0254 0.014 0.149 1.166
C 7.8315 -0.0703 19.8933 0.179 -0.990 0.556
N 8.4990 0.4261 20.8900 0.157 0.213 1.338
C 8.2647 -0.0559 22.1787 -1.138 0.440 -1.525
C 11.6191 3.6128 25.5299 -0.294 -1.255 -0.610
H 12.3206 6.8865 25.2334 -0.128 0.071 -0.170
H 11.4262 6.5167 22.9140 0.049 -0.298 0.089
H 10.7316 1.3217 24.7878 0.377 0.148 0.073
H 8.9107 0.9891 25.3901 -0.042 -0.928 -0.540
H 7.5148 -1.1304 25.8592 0.280 0.246 -0.773
H 6.5102 -2.3151 24.0315 -0.238 0.001 -0.256
H 5.7669 -2.2889 21.4263 1.062 0.310 -0.037
H 6.5095 -1.5994 19.1563 -0.373 -0.112 -0.404
H 8.0245 0.3334 18.9322 0.171 0.447 -0.817
H 11.6366 2.7082 26.1995 0.029 1.282 -0.449
C 5.6445 7.6441 23.6895 0.286 1.584 -0.618
P 5.7835 6.7802 22.0199 0.578 0.170 0.363
C 5.4127 8.1797 20.8140 -2.160 -0.744 0.069
N 4.1191 8.3759 20.5315 1.787 0.110 -0.197
C 3.8403 9.1732 19.4591 1.596 -0.824 0.887
C 2.5162 9.4647 19.2553 -2.247 1.442 -0.033
C 2.1593 10.5140 18.4123 1.080 -1.645 0.159
C 3.1832 11.0569 17.6186 0.179 0.329 0.025
C 4.5212 10.6889 17.7623 -1.641 2.128 -2.243
C 4.8817 9.7776 18.7114 1.153 0.257 1.677
N 6.2100 9.7451 19.1149 -1.414 -2.411 1.071
C 6.4433 8.8569 20.1063 -0.089 1.675 -1.437
P 8.1421 8.5831 20.6616 1.852 0.631 0.086
C 8.5846 10.3775 21.1337 1.022 0.228 0.031
C 9.1500 8.3517 18.9810 -1.699 -0.317 0.652
C 9.1463 9.6905 18.2424 2.004 0.661 -0.298
C 10.4966 7.7767 19.4262 -0.128 0.224 0.694
C 8.3771 7.2934 18.1381 3.119 -1.869 0.417
C 4.2693 5.7315 21.9470 -0.715 -1.240 0.331
C 2.9599 6.3643 22.5273 0.384 -0.783 0.931
C 4.0632 5.2649 20.5006 -1.523 0.278 -0.656
C 4.5831 4.3755 22.7026 0.842 0.982 1.101
H 5.1605 8.6611 23.6454 0.154 -1.053 -0.120
H 6.6793 7.8571 23.9947 -0.233 -0.227 0.079
H 5.1498 7.0760 24.4678 -0.024 -0.346 -0.069
H 1.7893 9.0033 19.9395 0.357 0.105 -0.469
H 1.1385 10.8228 18.3202 -0.325 0.202 -0.061
H 2.8984 11.8582 16.9403 0.293 -0.155 -0.077
H 5.2176 11.2403 17.1138 0.083 -0.557 0.630
H 8.3322 11.2001 20.4166 -0.199 -0.869 0.567
H 9.7063 10.4371 21.2353 -0.928 -0.289 -0.127
H 8.2209 10.6060 22.1599 -0.097 -0.165 -0.750
H 9.9624 10.4123 18.6063 -1.168 -0.976 -0.202
H 8.1702 10.1597 18.3409 0.235 0.058 -0.287
H 9.3960 9.5415 17.1671 -0.275 -0.019 0.499
H 10.9916 8.4611 20.1387 -0.139 -0.301 -0.118
H 11.1893 7.6074 18.6308 0.415 0.246 -1.023
H 10.4098 6.7725 19.8673 -0.346 0.389 0.236
H 7.4288 7.5607 17.8073 -1.800 0.709 -0.296
H 8.3497 6.2803 18.6619 -0.190 1.315 -0.498
H 8.9830 7.0996 17.2016 -0.468 0.229 0.829
H 2.8481 7.3854 22.1128 -0.486 -0.894 0.135
H 3.0132 6.4519 23.6673 0.023 -0.145 -1.451
H 2.1350 5.6155 22.3045 0.590 1.259 0.129
H 3.9355 6.1028 19.8227 0.291 0.249 -0.164
H 3.0457 4.7688 20.3776 1.309 0.005 0.449
H 4.8811 4.6421 20.1328 -0.174 -0.065 0.127
H 4.7027 4.5616 23.8009 -0.153 -0.132 -0.688
H 5.5093 3.8384 22.3865 -0.650 0.667 -0.171
H 3.7421 3.7067 22.5775 -0.304 -0.169 -0.075
Cl 10.4111 -2.4396 21.4245 0.002 -0.400 1.166
Ge 11.4855 -1.8353 19.6131 -1.276 1.185 -1.760
Cl 12.0103 0.5673 20.2142 0.094 -0.455 0.348
Cl 13.5488 -2.4646 19.5772 1.251 -0.506 0.524
Br 7.5831 3.7501 19.8525 -0.300 -0.036 0.147
C 16.4140 1.9679 18.6902 0.368 1.016 -1.877
N 16.2571 3.3756 19.0284 0.518 0.397 -2.286
C 15.5534 4.2832 18.0848 0.215 0.397 1.641
C 16.4441 3.7074 20.3803 -0.682 -1.393 1.756
C 16.0899 5.1081 20.8245 0.506 -0.308 0.351
C 17.0277 5.8794 21.5062 0.469 0.110 0.344
C 16.6293 7.0920 22.0727 1.266 1.067 -0.158
C 15.3356 7.5342 21.8838 -1.466 1.572 1.209
C 14.3314 6.7802 21.2383 0.150 1.913 -0.016
C 14.8291 5.6641 20.7485 0.212 -2.801 -1.203
H 15.4583 1.4663 18.5888 -0.315 -0.472 0.409
H 17.0877 1.4468 19.3842 -0.289 0.229 -0.152
H 16.8570 1.9301 17.6390 -0.242 -0.181 1.245
H 15.6289 3.9415 17.0419 -0.299 -0.261 0.561
H 15.9973 5.3232 18.0921 -0.247 -1.060 0.162
H 14.5145 4.3800 18.4877 0.425 0.160 -1.129
H 17.4872 3.4575 20.6631 -0.181 0.451 0.111
H 15.8289 2.9655 21.0295 0.551 1.116 -0.543
H 18.0854 5.5814 21.6571 -0.851 -0.123 -0.337
H 17.4531 7.7498 22.5132 -1.573 -0.907 -0.363
H 14.9404 8.4809 22.3114 0.859 -0.437 -0.230
H 13.3313 7.1833 20.9871 0.648 -0.358 0.530
C 10.4628 2.7602 16.2354 -0.703 -0.066 -1.817
C 11.2989 3.2737 17.3989 0.929 -1.126 0.358
C 12.6836 2.5544 17.3873 0.014 -0.776 0.661
O 10.6763 3.0367 18.6290 0.425 0.285 -0.744
H 10.9639 2.9860 15.2299 -0.466 -0.354 1.312
H 9.4455 3.2071 16.1484 0.700 0.075 0.401
H 10.2488 1.6586 16.2633 0.608 0.808 0.259
H 11.5242 4.3365 17.2994 -0.324 0.330 -0.192
H 12.5549 1.4671 17.4107 -0.418 -0.004 0.027
H 13.2566 2.7332 18.3262 -0.423 0.278 -0.770
H 13.3115 2.7003 16.5005 -0.152 0.591 0.120
```
Positions in Å, forces in eV/Å.

These are the Mulliken partial charges, in e, on atoms 1 to 2: 0.559 -0.230


Please write out number 3 again, unchanged.
DFT (wB97M-V/def2-TZVPD) results for a 5-piece molecular cluster, C2H13O4S overall in a non-equilibrium geometry.

The largest force on an atom comes out at 1.466 eV Å⁻¹. The value obtained for the HOMO-LUMO gap is 7.0604 eV. The value obtained for the energy above the lowest of the compared OMol25 structures with the same formula, charge and spin is 21.2 kcal/mol. As for the total energy: -21311.629 eV. As for the charge: -1.

XYZ file:
```
20
Properties=species:S:1:pos:R:3:forces:R:3
C 1.4528 -2.2574 -0.7264 -0.751 -1.213 -0.340
C 1.8104 -0.8099 -0.9750 0.042 0.797 0.450
S 1.6119 0.3048 0.4737 -0.121 0.089 0.033
H 0.4456 -2.5643 -1.0770 0.248 0.424 0.213
H 1.5046 -2.5403 0.3217 -0.034 0.349 0.263
H 2.1147 -2.9838 -1.2134 0.180 0.266 -0.286
H 1.2135 -0.2894 -1.7305 0.112 -0.728 -0.378
H 2.8564 -0.7669 -1.2660 0.119 0.112 -0.193
H 2.0487 3.5569 -2.3207 -0.106 -0.249 0.248
H 1.6972 2.3968 -1.3422 -0.002 -0.007 0.356
O 1.5010 3.3230 -1.5600 0.068 0.208 -0.376
H -3.9046 -0.7052 -0.1833 0.355 0.271 0.363
H -4.2928 -0.4175 1.2864 0.388 0.401 0.113
O -4.3083 -1.0837 0.6057 -0.633 -0.713 -0.414
H -0.5490 -0.7782 2.6770 -0.653 -0.122 0.558
H -0.4040 0.2700 1.7835 -0.560 0.618 -0.154
O -1.0744 0.0109 2.4634 1.290 -0.509 -0.360
H -1.3125 -0.7579 -0.7336 0.139 -0.551 0.108
H -1.1016 0.6732 -0.4514 -0.092 0.060 0.152
O -1.8166 0.0492 -0.6597 0.010 0.497 -0.357
```
Positions in Å, forces in eV/Å.

These are the natural (NBO) partial charges, in e, on atoms 1 to 2: -0.625 -0.536